Entry from the OMol25 dataset: C3H6FeO3 as an isolated structure in a non-equilibrium geometry (wB97M-V/def2-TZVPD).

Results
HOMO-LUMO gap (alpha / beta), Eh: 0.17423 / 0.21191
LUMO (alpha / beta), eV: -7.3 / -7.5
Spin multiplicity: 6
ΔE to the lowest compared entry with this formula, charge and spin, eV: 14.3925
Energy, Ha: -1606.447394
Net charge: +1

Geometry (Å):
1 C 0.330 -0.316 -1.472
2 C 0.467 -1.072 -0.255
3 O -0.141 -0.252 0.746
4 C 0.751 0.337 1.532
5 O -0.161 0.676 2.419
6 Fe -2.088 -0.274 1.917
7 H -0.084 -0.908 -2.293
8 H 1.294 0.130 -1.753
9 H 1.533 -1.255 -0.079
10 H 0.637 -1.797 1.252
11 H -0.502 1.955 0.362
12 O -0.579 1.366 -1.380
13 H -1.456 1.409 -0.996

Charges computed using Mulliken, reported in e: -0.234 -0.358 0.082 0.031 -0.386 1.036 0.330 0.280 0.263 0.248 -0.010 -0.599 0.318

---

Entry from the OMol25 dataset: an isolated ion of composition CH5N2S and charge +1 in a non-equilibrium geometry (wB97M-V/def2-TZVPD).

Results
HOMO-LUMO gap, Eh: 0.35590
LUMO, eV: -4.1
Spin multiplicity: 1
ΔE to the lowest compared entry with this formula, charge and spin, eV: 2.0355
Energy, Ha: -548.462706
Structure (SMILES): [NH3+][C@H]1NS1
Net charge: +1

Geometry (Å):
1 C -0.228 -0.116 0.743
2 N -0.020 -1.465 0.811
3 N 0.434 0.496 -0.496
4 S 0.762 -0.580 2.117
5 H -1.256 0.401 0.938
6 H -0.877 -2.116 0.913
7 H -0.051 0.663 -1.447
8 H 1.139 -0.324 -0.785
9 H 1.051 1.340 -0.303

Charges computed using Mulliken, reported in e: 0.026 -0.491 -0.484 0.042 0.389 0.315 0.386 0.435 0.382

---

Entry from the OMol25 dataset: one molecule with the formula C7H9NO2 in a non-equilibrium geometry (wB97M-V/def2-TZVPD).

Results
HOMO-LUMO gap (alpha / beta), Eh: 0.29719 / 0.29721
LUMO (alpha / beta), eV: 0.5 / 0.5
Spin multiplicity: 1
ΔE to the lowest compared entry with this formula, charge and spin, eV: 5.6425
Energy, Ha: -477.184537

Geometry (Å):
1 C 2.016 -0.443 -0.007
2 C -0.383 0.984 0.800
3 C 0.873 1.618 0.165
4 C 0.206 0.112 -1.333
5 C -1.918 -1.187 -0.238
6 C -0.004 -1.485 0.468
7 C -0.593 -0.237 -0.086
8 N 1.448 0.592 -0.656
9 O 3.044 -0.569 0.559
10 O -1.041 -2.294 -0.057
11 H -0.245 0.603 1.862
12 H -1.363 1.571 0.775
13 H 0.731 2.520 -0.355
14 H 1.549 1.906 1.004
15 H 0.540 -0.728 -2.110
16 H -0.209 0.931 -1.950
17 H -2.438 -1.045 0.725
18 H -2.412 -1.269 -1.141
19 H 0.200 -1.580 1.574

Charges computed using Mulliken, reported in e: 0.296 -0.514 -0.777 -0.663 -0.585 -0.439 0.779 -0.064 -0.408 -0.416 0.263 0.363 0.322 0.308 0.293 0.293 0.305 0.353 0.289

---

Entry from the OMol25 dataset: a 2-piece molecular cluster, C2H3N3O2 overall in a non-equilibrium geometry (wB97M-V/def2-TZVPD).

Results
HOMO-LUMO gap, Eh: 0.31306
LUMO, eV: -0.9
Spin multiplicity: 1
ΔE to the lowest compared entry with this formula, charge and spin, eV: 7.6904
Energy, Ha: -392.510928

Geometry (Å):
1 C 0.979 1.013 0.161
2 C -0.256 -0.707 -0.180
3 H -2.102 0.596 1.164
4 H 1.401 2.066 -0.008
5 H -1.518 -2.083 0.245
6 N -0.223 0.618 -0.199
7 N 1.852 0.003 0.059
8 N -1.418 -1.184 0.032
9 O -1.407 1.276 -0.072
10 O 0.958 -1.084 0.005

Charges computed using Mulliken, reported in e: -0.140 0.686 0.350 0.305 0.166 0.270 -0.253 -0.645 -0.539 -0.201

---

Entry from the OMol25 dataset: a 2-piece molecular cluster, H3NOS overall in a non-equilibrium geometry (wB97M-V/def2-TZVPD).

Results
HOMO-LUMO gap (alpha / beta), Eh: 0.32611 / 0.33986
LUMO (alpha / beta), eV: -0.4 / -1.1
Spin multiplicity: 1
ΔE to the lowest compared entry with this formula, charge and spin, eV: 2.8011
Energy, Ha: -529.839914

Geometry (Å):
1 N 1.246 0.346 0.509
2 O -1.163 0.649 -0.511
3 S -1.967 -0.410 0.115
4 H 1.457 1.294 0.211
5 H 1.683 -0.296 -0.143
6 H -1.255 -1.582 -0.182

Charges computed using Mulliken, reported in e: -0.454 -0.368 0.220 0.229 0.226 0.147

---

Entry from the OMol25 dataset: a 13-piece molecular cluster, C19H64N12O13 overall in a non-equilibrium geometry (wB97M-V/def2-TZVPD).

Results
HOMO-LUMO gap, Eh: 0.30616
LUMO, eV: -0.2
Spin multiplicity: 1
ΔE to the lowest compared entry with this formula, charge and spin, eV: 8.9777
Energy, Ha: -2397.392662

Geometry (Å):
1 C -0.826 3.427 0.202
2 C -0.073 3.606 -1.085
3 O -0.552 4.674 -1.857
4 H -1.867 3.040 -0.016
5 H -0.855 4.332 0.772
6 H -0.389 2.676 0.739
7 H -0.253 2.738 -1.641
8 H 1.005 3.771 -0.894
9 H -0.124 5.498 -1.610
10 C 3.866 1.475 1.364
11 C 2.563 2.148 1.853
12 O 2.891 2.802 3.100
13 H 4.569 2.303 1.193
14 H 3.724 0.853 0.514
15 H 4.258 0.820 2.182
16 H 1.756 1.432 2.151
17 H 2.088 2.943 1.191
18 H 2.032 2.758 3.587
19 C -2.078 -1.527 -5.193
20 C -0.603 -1.665 -4.809
21 O -0.630 -1.484 -3.463
22 H -2.137 -1.576 -6.206
23 H -2.585 -0.622 -4.753
24 H -2.578 -2.391 -4.808
25 H 0.036 -0.914 -5.298
26 H -0.302 -2.681 -4.929
27 H 0.281 -1.764 -3.181
28 C -4.677 -1.244 -0.747
29 C -3.393 -1.062 -1.484
30 O -2.843 0.049 -0.926
31 H -4.648 -1.109 0.321
32 H -5.283 -2.089 -1.008
33 H -5.326 -0.439 -1.142
34 H -3.657 -0.885 -2.492
35 H -2.715 -1.909 -1.526
36 H -2.289 0.393 -1.601
37 C -3.584 1.242 3.652
38 C -3.624 0.659 2.241
39 O -2.392 0.940 1.662
40 H -3.704 2.284 3.696
41 H -2.701 1.003 4.232
42 H -4.362 1.009 4.395
43 H -4.370 0.952 1.527
44 H -3.678 -0.450 2.290
45 H -2.288 0.586 0.805
46 C -2.949 -3.945 0.875
47 C -1.704 -3.163 0.501
48 O -0.684 -3.454 1.476
49 H -3.068 -3.833 1.910
50 H -2.954 -4.987 0.578
51 H -3.701 -3.566 0.285
52 H -1.938 -2.125 0.519
53 H -1.516 -3.341 -0.546
54 H 0.088 -3.062 1.257
55 C 2.463 1.621 -3.074
56 O 1.648 0.485 -3.241
57 N 2.814 1.928 -1.863
58 N 3.079 2.214 -4.051
59 H 2.271 1.517 -1.102
60 H 3.303 2.742 -1.548
61 H 2.822 1.919 -4.981
62 H 3.485 3.156 -4.002
63 C 2.081 -0.324 4.846
64 O 3.326 -0.426 4.175
65 N 2.000 0.221 6.002
66 N 0.987 -0.857 4.381
67 H 2.804 0.811 6.339
68 H 1.129 0.398 6.522
69 H 1.106 -1.259 3.463
70 H 0.155 -1.286 4.860
71 C 1.637 -3.303 -2.094
72 O 1.406 -3.243 -0.729
73 N 1.883 -2.222 -2.792
74 N 1.644 -4.417 -2.685
75 H 2.070 -1.340 -2.363
76 H 2.311 -2.395 -3.714
77 H 2.001 -4.403 -3.645
78 H 1.665 -5.355 -2.137
79 C -0.230 2.592 4.151
80 O -1.004 3.597 3.784
81 N 0.869 2.818 4.860
82 N -0.328 1.425 3.598
83 H 0.983 3.733 5.293
84 H 1.341 1.988 5.252
85 H -1.179 1.232 3.009
86 H 0.230 0.668 3.984
87 C 3.111 -2.575 1.824
88 O 1.883 -1.861 2.008
89 N 3.401 -3.351 0.803
90 N 4.222 -2.406 2.551
91 H 2.713 -3.281 0.067
92 H 4.392 -3.600 0.497
93 H 4.152 -1.746 3.325
94 H 4.953 -3.179 2.592
95 C -1.604 2.100 -4.293
96 O -2.187 3.331 -4.545
97 N -0.401 1.730 -4.663
98 N -2.096 1.246 -3.420
99 H 0.247 2.471 -5.055
100 H 0.050 0.905 -4.263
101 H -2.964 1.452 -2.859
102 H -1.746 0.294 -3.479
103 C 0.020 -0.084 -0.425
104 O 1.363 -0.031 -0.214
105 H -0.596 -0.015 0.475
106 H -0.263 -1.011 -0.822
107 H -0.241 0.699 -1.128
108 H 1.562 -0.447 0.676

Atom charges from the Mulliken analysis, given in e for atoms 1 to 99: -0.420 1.111 -0.523 0.042 0.477 -0.305 -1.076 0.288 0.347 -1.165 1.147 -0.719 0.367 0.199 0.141 -0.471 0.111 0.469 -1.286 -0.256 0.021 0.537 0.254 0.344 0.226 0.479 -0.061 -2.045 1.046 -0.277 0.250 0.434 0.488 0.362 -0.183 -0.425 -1.479 -0.171 -0.486 0.445 0.371 0.444 0.462 0.090 -0.105 -1.553 1.384 -0.629 0.409 0.388 0.341 -0.522 0.055 0.202 0.251 -0.472 0.094 -0.413 -0.523 0.301 0.308 0.220 0.150 -0.788 -0.443 -0.290 0.292 0.305 0.173 0.271 0.539 -0.660 -0.355 -0.335 -0.090 0.226 0.180 0.359 0.663 -0.746 -0.269 0.559 0.228 0.150 -0.424 0.344 -0.009 -0.003 -0.390 -0.380 0.185 0.262 0.355 0.215 0.256 -0.759 -0.060 -0.033 0.248